The following is a DFT calculation (ωB97M-V/def2-TZVPD) of an isolated ion of composition C4H10N3 and charge +1 at a distorted geometry.

```
! wB97M-V def2-TZVPD RIJCOSX def2/J DEFGRID3
* xyz 1 1
C -1.20737 0.22075 -0.29500
C -0.76587 0.20038 -1.48491
C -0.36220 -0.11689 0.83095
C 0.28035 1.01374 1.62425
N 1.41424 -0.58797 -0.82809
N -0.46483 -1.29193 1.35954
N 0.65359 -0.26627 -1.94658
H -2.22162 0.42870 -0.18316
H -1.44793 0.54388 -2.29307
H 0.57308 2.02397 1.22933
H 1.31001 0.63898 2.09608
H -0.27410 1.37807 2.50495
H 2.21074 -0.07331 -0.63169
H -1.02919 -2.17573 1.06709
H 0.03128 -1.52953 2.19861
H 0.49266 -1.03520 -2.71487
H 0.80716 0.62836 -2.53342
*
```

The gap between HOMO and LUMO comes out at 0.31393 hartree. The value obtained for the energy above the lowest of the compared OMol25 structures with the same formula, charge and spin is 122.22 kcal/mol. For the electronic energy, the calculation gives -322.26581 Ha.

And the Mulliken charges, in e, turn out to be: C -0.891; C -0.337; C 1.013; C -1.213; N -0.819; N -0.287; N 0.126; H 0.493; H 0.366; H 0.349; H 0.336; H 0.375; H 0.196; H 0.295; H 0.258; H 0.358; H 0.384